The following is a quantum chemistry calculation of one molecule with the formula C17H22N2O2, from the Open Molecules 2025 dataset.

```
! wB97M-V def2-TZVPD RIJCOSX def2/J DEFGRID3
* xyz 0 1
O 1.78 -2.08 -1.08
C 0.75 -1.98 -1.69
C -0.28 -3.01 -1.40
C -0.98 -2.99 -0.11
C -1.65 -1.61 0.11
O -2.81 -1.64 -0.27
C -1.11 -0.70 1.16
C -1.53 0.68 0.72
C -0.86 1.90 1.36
C -0.08 1.58 2.67
N 0.78 2.69 3.18
N 2.11 2.15 3.36
C 2.20 0.93 2.49
C 0.82 0.30 2.53
C 0.41 -0.60 1.30
C 0.42 -0.73 -2.43
C -0.89 -0.50 -2.98
C -1.26 0.71 -3.56
C -0.23 1.63 -3.96
C 1.08 1.35 -3.49
C 1.38 0.23 -2.65
H -0.92 -3.09 -2.31
H 0.31 -3.89 -1.36
H -0.18 -3.27 0.63
H -1.66 -3.93 0.03
H -1.42 -0.90 2.14
H -2.53 0.82 0.97
H -1.51 0.75 -0.38
H -0.08 2.25 0.65
H -1.62 2.73 1.59
H -0.93 1.29 3.27
H 0.79 3.46 2.46
H 2.32 1.99 4.34
H 2.33 1.04 1.44
H 2.95 0.22 2.82
H 0.80 -0.31 3.50
H 0.92 -0.28 0.42
H 0.70 -1.59 1.63
H -1.67 -1.20 -2.77
H -2.27 0.93 -3.77
H -0.53 2.49 -4.57
H 1.78 2.07 -3.71
H 2.38 0.10 -2.28
*
```

=====

The following is a quantum chemistry calculation of C17H22N2O2 as an isolated structure, from the Open Molecules 2025 dataset.

```
! wB97M-V def2-TZVPD RIJCOSX def2/J DEFGRID3
* xyz 0 1
C -3.24 -2.94 1.52
C -2.53 -1.86 0.61
N -3.14 -0.60 0.56
C -2.75 0.27 -0.19
C -3.46 1.36 -0.32
C -3.07 2.49 -0.87
C -1.95 2.31 -1.54
C -1.19 1.27 -1.84
C -1.67 0.19 -1.04
C -0.90 -1.13 -0.87
C -1.54 -1.88 -0.07
H -1.11 -2.95 -0.12
C 0.39 -1.47 -1.68
O 0.57 -0.96 -2.71
N 1.31 -1.80 -0.87
H 1.05 -1.88 0.37
C 2.75 -2.00 -1.08
C 3.43 -0.59 -0.75
C 3.59 -0.05 0.60
O 2.91 1.17 1.05
C 1.49 1.26 0.69
C 1.15 2.86 0.79
H 0.20 3.05 0.55
H 1.74 3.20 -0.06
H 1.60 3.46 1.27
C 0.85 0.73 1.97
H -0.29 0.63 1.81
H 1.02 -0.19 2.10
H 0.96 1.21 3.00
H 1.24 0.72 -0.06
H 4.52 0.03 0.97
H 2.94 -0.95 1.13
H 3.04 0.32 -1.38
H 4.47 -0.78 -1.22
H 3.15 -2.75 -0.61
H 2.77 -1.82 -2.17
H -0.26 1.14 -2.50
H -1.51 3.29 -2.03
H -3.56 3.57 -0.91
H -4.49 1.75 0.52
H -3.46 -3.87 0.97
H -4.34 -2.50 2.16
H -2.69 -3.31 2.23
*
```

=====

The following is a quantum chemistry calculation of C17H22N2O4SeW as an isolated structure, from the Open Molecules 2025 dataset.

```
! wB97M-V def2-TZVPD RIJCOSX def2/J DEFGRID3
* xyz 4 1
W -0.05 0.25 -0.77
C -3.08 -0.38 1.94
C -3.29 0.47 0.70
C -4.36 1.57 0.94
C -2.07 1.22 0.25
C -1.95 1.69 -1.09
C -0.92 2.58 -1.48
C 0.05 3.06 -0.56
C 0.96 4.19 -0.88
C 0.04 2.45 0.71
C -0.98 1.55 1.11
H -3.99 -0.95 2.14
H -2.90 0.23 2.83
H -2.27 -1.10 1.83
H -3.62 -0.16 -0.14
H -4.06 2.24 1.75
H -5.28 1.07 1.23
H -4.57 2.16 0.04
H -2.70 1.39 -1.82
H -0.91 2.94 -2.50
H 1.13 4.31 -1.95
H 1.90 4.13 -0.34
H 0.45 5.10 -0.53
H 0.81 2.72 1.43
H -0.98 1.17 2.12
O 2.31 -0.16 -5.60
C 1.92 0.28 -4.66
O -0.83 -1.21 -0.96
C 1.42 1.11 -3.38
O 1.55 2.26 -3.47
O 0.92 0.30 -2.49
C -0.07 -3.23 1.90
N 1.25 -3.25 1.26
C 2.00 -4.37 1.08
C 3.17 -4.00 0.49
N 3.12 -2.64 0.31
C 4.26 -1.84 -0.16
C 1.94 -2.20 0.77
Se 1.52 -0.35 1.02
H -0.16 -4.12 2.51
H -0.85 -3.23 1.14
H -0.15 -2.36 2.55
H 1.65 -5.35 1.39
H 4.03 -4.58 0.21
H 4.88 -2.47 -0.79
H 4.84 -1.49 0.69
H 3.90 -0.99 -0.75
*
```

=====

HOMO in eV, matching the order above: -8.73; -8.58; -21.75
ΔE to the lowest compared entry with this formula, charge and spin in kcal/mol, matching the order above: 128.3; 377.7; 0.0
Kohn-Sham gap in eV, matching the order above: 8.6; 8.4; 5.5